{"formula": "C19H29N3O3S", "method": "ωB97M-V/def2-TZVPD", "symbols": ["C", "H", "H", "H", "C", "C", "H", "H", "H", "H", "C", "N", "S", "O", "O", "C", "C", "C", "C", "C", "C", "H", "H", "H", "H", "H", "C", "H", "H", "C", "N", "C", "O", "C", "N", "C", "C", "C", "C", "C", "H", "H", "H", "H", "H", "H", "H", "H", "H", "H", "H", "H", "H", "H", "H"], "xyz": [[-2.2166, 3.0876, -1.6241], [-2.7661, 3.0949, -0.8061], [-1.4345, 3.8008, -1.6606], [-2.7644, 3.0980, -2.5628], [-1.2207, 1.8777, -1.7921], [-0.5872, 1.7369, -2.9125], [-0.0923, 2.6660, -3.1080], [0.2374, 0.7745, -2.8270], [-1.1093, 1.5482, -3.6883], [-2.0063, 0.9696, -1.5186], [-0.4115, 1.8258, -0.1019], [0.6329, 2.9842, -0.1355], [0.5898, 3.6982, 1.0990], [-0.7663, 4.1989, 1.5830], [1.8222, 4.4876, 1.2820], [0.6144, 2.3848, 2.5036], [-0.4830, 1.7662, 2.9088], [-0.3156, 0.6937, 3.8710], [1.1061, -0.0143, 4.1627], [2.0575, 0.7432, 3.6538], [2.0939, 1.8637, 2.7182], [2.7470, 2.4077, 2.4751], [3.1157, 0.3086, 3.9002], [1.0129, -0.6855, 4.8870], [-0.8235, 0.0951, 4.4065], [-1.3560, 2.0713, 2.8426], [1.7210, 2.5002, -0.8682], [2.6247, 2.8579, -0.0458], [1.7648, 2.7464, -1.7357], [1.6636, 0.9048, -0.4687], [0.4291, 0.5829, -0.0699], [-0.0351, -0.3891, 0.4760], [-1.3207, -0.4561, 0.9503], [0.7180, -1.5916, 0.5439], [0.2573, -2.6925, -0.2403], [-0.9817, -3.4531, 0.3980], [-1.0753, -4.6607, -0.6112], [-1.5194, -4.3230, -1.9536], [0.0292, -3.6443, -2.3975], [0.1963, -2.3308, -1.4183], [1.0055, -1.9589, -1.9107], [-0.7587, -1.5584, -1.6336], [-0.0057, -3.2635, -3.4976], [0.8132, -4.2216, -2.3744], [-1.3007, -5.1852, -2.5479], [-2.1442, -3.7897, -2.3918], [-2.2590, -5.1005, -0.3439], [-0.5239, -5.3866, -0.5099], [-0.8053, -3.6219, 1.3322], [-1.8412, -2.5472, 0.1923], [1.8199, -1.4983, 0.4212], [0.7286, -2.0441, 1.7063], [2.1642, 0.1604, -1.3681], [2.2549, 0.6294, 0.3396], [-1.2960, 1.8520, 0.4709]], "forces_ev_per_a": [[4.5167, -1.5228, -5.0373], [-2.4433, -0.0250, 3.7353], [-0.0959, 2.1544, 0.2033], [-0.4228, 0.3754, 0.1321], [-8.9474, -2.3082, 13.4848], [10.6620, -2.1468, -1.7984], [1.1424, 0.6117, -0.6649], [-1.9605, 2.6870, -0.4788], [-3.9647, -1.5004, -5.3551], [2.2651, 1.4340, -0.8383], [0.3124, 0.1137, -6.7459], [-4.6216, -6.0005, -7.6022], [-1.9052, 5.5003, 15.5706], [3.1213, -0.0704, -3.3101], [-1.8861, -0.7418, -1.0574], [8.0869, 0.4555, -3.5374], [5.8784, -5.9752, 5.2986], [8.6081, 1.5553, -3.9929], [-7.4805, 6.7317, -3.6838], [7.5286, 0.7538, -2.1107], [-16.4355, -8.2802, 5.8767], [9.8316, 7.2584, -3.3872], [-1.3956, 1.0878, -0.3996], [0.5927, -3.0278, 2.6360], [-5.7697, -3.1549, 3.1860], [-7.9957, 3.1386, -1.3798], [3.8937, -4.8247, 14.7819], [-1.5910, -0.5894, -3.4596], [0.7090, 2.7654, -10.3391], [5.4110, -0.5243, -5.4531], [-2.9892, 9.1319, -2.4863], [-9.5296, -6.0567, 5.4912], [5.0807, 0.7779, -2.0879], [3.1974, -4.2242, 5.4213], [0.4326, -2.9929, 11.5916], [-0.4807, 4.1154, -10.2526], [-13.6958, 6.9146, 3.5414], [12.9053, -3.8841, -0.3120], [-7.3346, 6.2040, -1.8755], [-5.5678, -0.4370, -11.9527], [2.8443, 1.9716, -0.4117], [1.6341, -1.3445, -0.1485], [-0.1121, -0.4178, 1.6807], [4.0425, -3.6105, 0.8856], [-1.0465, -1.1014, -0.4294], [-6.2309, 5.0758, -2.4244], [2.9872, 0.2794, 0.7054], [6.2088, -7.0879, 0.8686], [1.0572, -1.1303, 5.5551], [1.7165, -3.0151, 0.9113], [-0.5886, 0.3328, -0.4674], [-0.3308, 1.7204, -2.6767], [-1.7164, 2.1897, 1.9961], [2.0170, 0.4496, 1.3480], [-0.1451, 0.2082, 1.2549]], "homo_lumo_gap_ev": 8.44, "spin_multiplicity": 1, "homo_ev": -8.348, "e_above_lowest_kcal_mol": 544.3}